i | This record from OMol25 describes an isolated molecule of C3H6O2. The level of theory is the ωB97M-V functional and the def2-TZVPD basis.

HOMO-LUMO gap (alpha / beta): 0.3187 / 0.3187 hartree
HOMO (alpha / beta): -8.9 / -8.9 eV
SMILES: CC(=O)CO

Each line ends with the Mulliken charge.
Positions of all 11 atoms, in Å:
O -0.44 -0.89 -1.57  -0.492
O -0.60 -0.80 1.03  -0.458
C 1.06 0.26 1.08  -0.859
C -0.87 0.32 -1.00  -0.426
C -0.46 0.31 0.51  0.522
H -0.48 -1.55 -0.85  0.318
H 1.08 0.73 2.06  0.306
H -1.96 0.45 -1.10  0.257
H 1.51 0.78 0.26  0.293
H 1.55 -0.75 1.13  0.246
H -0.40 1.14 -1.55  0.292


ii | This record from OMol25 describes an isolated molecule of C3H6O2. The level of theory is the ωB97M-V functional and the def2-TZVPD basis.

HOMO-LUMO gap: 0.4198 hartree
HOMO: -10.4 eV
SMILES: OC[C@H]1CO1

Each line ends with the Mulliken charge.
Positions of all 11 atoms, in Å:
O -1.39 0.39 0.09  -0.457
O 1.18 1.23 0.37  -0.540
C -0.35 -0.34 -0.49  0.012
C -0.88 -0.69 0.88  -0.335
C 0.95 0.34 -0.69  -0.342
H -1.61 -1.48 1.07  0.276
H 0.92 0.86 -1.66  0.212
H 1.78 -0.37 -0.72  0.275
H -0.68 -1.24 -1.06  0.378
H 0.32 1.67 0.53  0.325
H -0.25 -0.41 1.72  0.195


The most stable of them is ii.


i | This record from OMol25 describes an isolated molecule of C3H6O2. The level of theory is the ωB97M-V functional and the def2-TZVPD basis.

HOMO-LUMO gap: 0.4098 hartree
HOMO: -10.2 eV
SMILES: OC[C@@H]1CO1

Each line ends with the Mulliken charge.
Positions of all 11 atoms, in Å:
O 1.48 -1.00 0.03  -0.544
O -0.76 -0.59 -0.82  -0.470
C -1.33 -0.37 0.50  -0.220
C 1.16 0.46 0.04  -0.536
C -0.32 0.60 -0.12  0.169
H -0.57 1.69 -0.50  0.246
H -2.56 -0.25 0.37  0.202
H 0.81 -1.16 -0.70  0.369
H -0.97 -1.18 1.22  0.233
H 1.32 0.90 -0.91  0.234
H 1.74 0.91 0.89  0.317


ii | This record from OMol25 describes an isolated molecule of C3H6O2. The level of theory is the ωB97M-V functional and the def2-TZVPD basis.

HOMO-LUMO gap: 0.3992 hartree
HOMO: -10.0 eV
SMILES: CC(=O)CO

Each line ends with the Mulliken charge.
Positions of all 11 atoms, in Å:
O 0.00 0.36 1.64  -0.572
O 2.12 0.61 -0.01  -0.512
C -1.54 -0.02 -0.15  -1.032
C 1.07 -0.24 -0.37  -0.349
C -0.16 0.06 0.47  0.729
H 0.87 -0.13 -1.45  0.298
H -2.11 0.87 0.14  0.297
H 1.31 -1.30 -0.20  0.209
H -2.07 -0.89 0.23  0.292
H 2.00 0.77 0.94  0.338
H -1.49 -0.07 -1.24  0.302


iii | This record from OMol25 describes an isolated molecule of C3H6O2. The level of theory is the ωB97M-V functional and the def2-TZVPD basis.

HOMO-LUMO gap: 0.3947 hartree
HOMO: -10.3 eV
SMILES: O=CCCO

Each line ends with the Mulliken charge.
Positions of all 11 atoms, in Å:
O 0.05 1.91 -1.26  -0.521
O 0.21 -1.26 2.10  -0.428
C -0.31 -1.28 1.02  -0.145
C 0.21 -0.52 -0.22  -0.302
C -0.04 0.95 -0.05  -0.469
H -0.97 1.07 0.51  0.294
H 0.23 1.28 -2.05  0.320
H -0.99 -2.08 0.81  0.359
H 0.67 1.37 0.65  0.295
H 1.40 -0.55 -0.46  0.276
H -0.45 -0.89 -1.04  0.319


The most stable of them is ii.